[1]
Formula: C21H14N8OPbS5
Source: the OMol25 dataset
Level of theory: ωB97M-V with the def2-TZVPD basis set

The geometry in XYZ format:
```
50
Properties=species:S:1:pos:R:3
Pb 1.552 -0.098 0.346
N 3.059 -2.912 3.859
C 2.432 -1.779 3.554
N 2.175 -1.766 2.255
C 2.689 -2.957 1.821
N 3.227 -3.681 2.771
C 2.630 -3.382 0.416
C 3.140 -4.612 0.006
N 3.065 -5.008 -1.256
C 2.485 -4.181 -2.117
C 1.981 -2.950 -1.725
N 2.051 -2.548 -0.456
H 3.394 -3.228 4.758
H 2.189 -1.012 4.271
H 3.613 -5.274 0.720
H 2.416 -4.502 -3.149
H 1.516 -2.276 -2.433
O 1.678 2.845 -6.673
C 1.727 2.239 -5.664
S 0.243 1.699 -4.782
C 1.020 0.928 -3.471
C 2.545 0.952 -3.498
S 3.485 0.254 -2.375
S 3.246 1.755 -4.851
S 0.120 0.215 -2.307
N -2.546 1.984 0.055
C -2.572 3.375 0.366
C -3.767 4.024 0.610
C -3.751 5.373 0.945
C -2.547 6.048 1.077
C -1.347 5.381 0.867
C -1.368 4.052 0.481
S 0.112 3.176 0.080
N -0.316 1.609 0.632
C -1.522 1.197 0.458
C -1.795 -0.249 0.719
C -3.061 -0.719 1.016
C -3.244 -2.075 1.250
C -2.149 -2.916 1.188
C -0.910 -2.367 0.903
N -0.728 -1.067 0.669
H -3.437 1.553 -0.128
H -4.707 3.489 0.536
H -4.685 5.890 1.114
H -2.538 7.094 1.350
H -0.403 5.897 0.983
H -3.897 -0.040 1.102
H -4.227 -2.460 1.485
H -2.239 -3.978 1.364
H -0.031 -2.993 0.860
```

Calculated values
Energy above the lowest of the compared OMol25 structures with the same formula, charge and spin (kcal per mole): 0.0
Gap between HOMO and LUMO (eV): 5.314
Total charge: +2


[2]
Formula: C21H15ClN2O3
Source: the OMol25 dataset
Level of theory: ωB97M-V with the def2-TZVPD basis set

The geometry in XYZ format:
```
42
Properties=species:S:1:pos:R:3
Cl -1.047 2.920 3.330
N -0.315 -1.106 0.969
O 3.133 -4.513 -3.167
O 1.744 4.308 -4.214
O -4.065 0.094 6.271
C 0.190 -0.768 -0.235
C -0.937 0.094 1.466
C -0.709 1.070 0.617
C 2.710 -2.286 -2.454
C 1.276 -4.084 -1.677
C 0.990 2.060 -3.706
C 1.208 3.717 -1.921
C -3.138 -1.016 4.425
C -2.591 1.242 4.781
C 2.095 -1.387 -1.671
C 0.511 -3.172 -0.947
C -2.299 -0.998 3.281
C 0.486 1.148 -2.802
C 0.721 2.820 -0.997
C -1.833 1.355 3.588
C 2.409 -3.627 -2.414
C 1.372 3.356 -3.330
C -3.296 0.128 5.155
C 0.969 -1.793 -0.879
C -1.631 0.157 2.774
C 0.439 1.501 -1.407
N -0.019 0.543 -0.464
H 4.059 -4.208 -3.005
H 1.574 4.046 -5.079
H -4.587 -0.742 6.298
H -1.018 2.098 0.811
H 3.499 -1.961 -3.198
H 1.046 -5.141 -1.824
H 0.990 1.731 -4.713
H 1.546 4.688 -1.626
H -3.459 -1.942 4.898
H -2.783 2.069 5.484
H 2.306 -0.260 -1.874
H -0.295 -3.420 -0.321
H -1.876 -1.909 2.813
H 0.114 0.078 -3.110
H 0.514 3.112 0.076
```

Calculated values
Structure (SMILES): Oc1ccc(-c2nc(-c3ccc(O)cc3Cl)cn2-c2ccc(O)cc2)cc1
Gap between HOMO and LUMO (eV): 8.272
Total charge: 0


[3]
Formula: C21H15F2MoO3
Source: the OMol25 dataset
Level of theory: ωB97M-V with the def2-TZVPD basis set

The geometry in XYZ format:
```
42
Properties=species:S:1:pos:R:3
O -2.950 -3.999 -3.646
C -1.990 -3.520 -3.217
Mo -0.311 -2.502 -2.236
C -1.281 -0.662 -2.076
O -1.794 0.384 -1.995
C -0.965 -3.031 -0.309
O -1.332 -3.282 0.770
H -0.232 -0.185 1.667
C 1.675 -2.421 -1.256
C 1.626 -3.608 -2.073
C 1.418 -3.203 -3.436
C 1.374 -1.765 -3.473
C 1.523 -1.278 -2.122
H 1.847 -2.374 -0.176
H 1.785 -4.628 -1.719
H 1.362 -3.865 -4.298
H 1.274 -1.144 -4.362
H 1.557 -0.234 -1.798
F 5.180 2.207 1.069
C 3.853 1.955 1.299
C 3.534 1.066 2.319
C 2.182 0.834 2.543
C 1.166 1.387 1.739
C -0.231 0.848 2.036
C -1.575 1.458 1.653
C -2.654 1.017 2.438
C -3.973 1.361 2.169
C -4.198 2.216 1.099
F -5.497 2.532 0.790
C -3.168 2.707 0.299
C -1.849 2.286 0.558
C 1.534 2.259 0.708
C 2.894 2.536 0.473
H 4.298 0.571 2.917
H 1.914 0.175 3.372
H -0.271 0.725 3.135
H -2.460 0.358 3.281
H -4.788 0.970 2.774
H -3.398 3.378 -0.525
H -1.054 2.580 -0.121
H 0.773 2.711 0.075
H 3.202 3.182 -0.344
```

Calculated values
Energy above the lowest of the compared OMol25 structures with the same formula, charge and spin (kcal per mole): 0.0
Gap between HOMO and LUMO (eV): 2.378
Total charge: +3


[4]
Formula: C21H15F3MoN4O3S
Source: the OMol25 dataset
Level of theory: ωB97M-V with the def2-TZVPD basis set

The geometry in XYZ format:
```
48
Properties=species:S:1:pos:R:3
Mo 0.609 -1.041 0.970
N 3.189 2.357 1.392
C 2.693 1.115 1.174
S 1.765 0.384 2.499
N 2.980 0.522 0.058
N 2.405 -0.752 0.003
C 3.092 -1.621 -0.645
C 2.845 -3.036 -0.658
C 3.613 -3.848 -1.506
C 3.488 -5.214 -1.475
C 2.594 -5.795 -0.567
C 1.839 -5.019 0.283
C 1.950 -3.629 0.243
O 1.211 -2.891 1.073
H 2.846 2.888 2.169
H 3.606 2.846 0.619
H 3.963 -1.233 -1.165
H 4.310 -3.376 -2.190
H 4.076 -5.834 -2.139
H 2.494 -6.873 -0.532
H 1.147 -5.456 0.991
F -1.746 7.989 0.081
C -2.746 7.125 -0.164
F -3.694 7.371 0.754
F -3.255 7.445 -1.360
C -2.271 5.702 -0.109
C -2.133 4.958 -1.268
C -1.655 3.657 -1.201
C -1.310 3.096 0.025
C -1.459 3.857 1.191
C -1.937 5.153 1.124
C -0.779 1.764 0.116
C -0.324 0.645 0.215
H -2.397 5.391 -2.222
H -1.541 3.071 -2.103
H -1.196 3.413 2.143
H -2.054 5.740 2.027
O -1.131 -2.910 -2.256
C -1.598 -2.744 -1.162
C -2.950 -3.268 -0.667
C -2.992 -2.929 0.827
C -1.723 -2.149 0.998
O -1.257 -1.618 2.045
N -1.005 -2.041 -0.116
H -3.026 -4.331 -0.886
H -3.729 -2.759 -1.234
H -2.962 -3.803 1.477
H -3.845 -2.323 1.130
```

Calculated values
Energy above the lowest of the compared OMol25 structures with the same formula, charge and spin (kcal per mole): 9.4
⟨S²⟩: 2.03
Gap between HOMO and LUMO (spin up / spin down) (eV): 6.889 / 7.654
Total charge: 0
Multiplicity: 3


[5]
Formula: C21H15F3N2O4S2
Source: the OMol25 dataset
Level of theory: ωB97M-V with the def2-TZVPD basis set

The geometry in XYZ format:
```
47
Properties=species:S:1:pos:R:3
O -5.235 5.085 2.265
O -1.973 -0.969 0.713
F -1.037 7.295 -0.286
F 0.185 6.675 1.517
F -1.469 8.082 1.808
S 8.832 -0.930 0.638
C 7.368 -1.165 1.170
N 6.278 -1.410 1.591
O -3.749 3.537 1.408
O 1.077 -1.632 -0.992
S 1.381 -4.378 0.169
C -4.105 4.776 1.830
C -0.889 -0.821 0.174
C -3.156 5.887 1.850
C -1.920 5.763 1.231
C 4.829 -2.271 -0.019
C 4.309 -2.522 2.344
C 3.691 -3.007 -0.368
C 3.125 -3.217 1.976
C -0.301 4.131 0.190
C 0.036 2.783 -0.083
C -2.058 2.007 0.768
C 5.113 -2.032 1.292
C -2.445 3.331 0.984
C 2.816 -3.463 0.616
C -1.532 4.393 0.773
C -0.833 1.704 0.215
N -0.341 0.427 -0.085
C -1.062 6.980 1.062
C -1.035 -2.646 -1.594
C 0.034 -3.166 0.608
C -0.177 -2.051 -0.452
H 1.604 -2.436 -1.204
H -3.447 6.868 2.272
H 5.556 -1.943 -0.756
H 4.516 -2.313 3.372
H 3.573 -3.286 -1.438
H 2.506 -3.613 2.781
H 0.375 4.938 -0.059
H 0.997 2.644 -0.542
H -2.797 1.211 0.931
H 0.549 0.381 -0.548
H -0.579 -3.552 -1.941
H -2.002 -2.871 -1.203
H -1.093 -1.891 -2.416
H 0.270 -2.713 1.568
H -0.912 -3.729 0.742
```

Calculated values
Structure (SMILES): C[C@](O)(CSc1ccc(N=C=S)cc1)C(=O)Nc1ccc2c(C(F)(F)F)cc(=O)oc2c1
Energy above the lowest of the compared OMol25 structures with the same formula, charge and spin (kcal per mole): 12.2
Gap between HOMO and LUMO (eV): 8.293
Total charge: 0


These records have calculated total energy values of -95383.306 -43663.741 -35419.211 -54967.531 -63013.661 eV, in the order they appear.